Entry 1:
A molecular structure, C29H31FIrN4O10. Source: the Open Molecules 2025 dataset; level of theory: wB97M-V/def2-TZVPD.

Output
HOMO (spin up / spin down), eV: -13.0 / -13.1
<S²>: 8.802
Spin multiplicity: 6
Net charge: +2

```
76
Properties=species:S:1:pos:R:3:forces:R:3
Ir -0.932657 0.819174 0.312917 -0.4 0.8 1.4
C -4.549410 4.898624 0.679997 0.0 -0.2 0.0
N -4.239665 3.538296 0.220609 -0.4 0.1 0.0
C -5.395915 2.680032 -0.079283 0.1 0.2 0.1
C -3.023291 3.047740 0.242215 0.1 -0.6 -0.2
O -2.799060 1.834245 -0.039684 -0.4 0.5 -0.1
C -1.897992 3.983802 0.627500 0.2 -0.4 0.0
O -0.654292 3.282187 0.642452 -0.1 0.1 0.0
C 0.358078 3.785363 -0.199994 0.0 0.0 0.3
C 0.480298 2.917241 -1.428361 -0.2 -0.2 -0.2
O -0.225474 1.877276 -1.509837 0.4 0.1 -0.2
N 1.314458 3.291255 -2.373308 0.2 0.1 -0.2
C 1.472086 2.508472 -3.603640 0.0 0.1 0.1
C 2.104848 4.529634 -2.268696 -0.1 -0.1 0.0
H -5.430720 5.248066 0.150589 0.0 0.0 0.0
H -3.737314 5.589896 0.478695 0.0 0.0 0.0
H -4.761025 4.899367 1.749024 0.0 0.0 0.0
H -6.049859 3.205038 -0.771541 0.0 0.0 0.0
H -5.945336 2.465282 0.836217 0.0 0.0 0.0
H -5.063197 1.752629 -0.523237 0.1 -0.1 0.0
H -2.089842 4.319255 1.634358 0.0 0.2 0.4
H -1.850977 4.837951 -0.046013 0.0 0.0 -0.1
H 1.296996 3.759418 0.353242 0.1 0.0 0.1
H 0.156701 4.817652 -0.482379 0.0 0.1 0.0
H 0.796929 1.662996 -3.587271 -0.1 0.0 0.0
H 2.499636 2.158006 -3.680236 0.0 0.0 0.0
H 1.247669 3.137267 -4.463308 0.0 0.0 0.0
H 2.523685 4.653111 -1.272758 0.0 0.0 0.0
H 1.507412 5.404694 -2.525003 0.0 0.0 0.0
H 2.929174 4.462987 -2.970961 0.0 0.0 0.0
C 4.083449 -4.571789 -2.068902 0.0 0.2 0.0
C 2.739924 -5.092630 -1.566972 0.1 -0.1 -0.1
C 2.145514 -6.205869 -2.405503 -0.2 0.1 -0.1
C 1.816450 -5.707976 -3.806318 -0.1 0.0 0.1
C 0.939747 -4.489528 -3.727465 0.1 -0.3 -0.1
C 0.114579 -4.135289 -4.771893 0.0 -0.1 -0.2
C -0.733813 -3.044702 -4.654784 -0.2 0.0 -0.5
F -1.516548 -2.728181 -5.674835 0.3 -0.1 0.5
C -0.805670 -2.275791 -3.493283 0.0 0.2 0.4
C 0.031103 -2.588477 -2.442865 -0.2 0.1 -0.2
C 0.007193 -1.779147 -1.222286 -0.9 0.6 0.2
O -0.904357 -0.931511 -1.059061 0.7 -1.0 -0.7
C 1.025473 -2.057715 -0.245929 0.2 0.0 0.0
C 1.822913 -3.143759 -0.422729 0.0 0.1 0.2
N 1.764616 -3.955982 -1.506733 -0.2 0.0 -0.6
C 0.921224 -3.685691 -2.547458 0.4 -0.1 0.4
C 1.267335 -1.208709 0.981078 -0.2 1.0 0.4
O 1.829017 -1.695903 1.932773 0.0 -0.1 -0.3
O 0.893182 0.044783 0.876935 1.0 -1.0 -0.2
H 4.785100 -5.401974 -2.152561 0.0 0.0 0.0
H 4.503432 -3.845167 -1.371541 0.0 0.0 0.0
H 3.990240 -4.091711 -3.044751 0.0 0.0 0.0
H 2.853320 -5.443495 -0.543449 -0.1 0.1 0.1
H 1.229872 -6.561933 -1.926869 0.0 -0.1 0.0
H 2.844534 -7.038248 -2.434300 0.0 0.0 0.0
H 1.305391 -6.481415 -4.378731 0.0 0.0 0.0
H 2.729039 -5.468568 -4.360594 0.0 0.0 0.0
H 0.107235 -4.714498 -5.689033 0.0 0.0 0.1
H -1.500302 -1.449046 -3.412349 0.0 0.0 0.0
H 2.540825 -3.401317 0.346176 0.0 0.0 0.0
O -2.119136 2.494095 3.394154 -0.1 -0.1 -0.9
C -1.522995 1.437812 3.350167 -0.3 0.4 0.7
O -1.393943 0.656904 2.290471 -0.1 0.1 -1.1
C -0.862431 0.891819 4.547957 0.5 -0.4 0.9
C 0.362315 0.208689 4.409219 -1.0 0.3 -0.1
C 1.028474 -0.212453 5.535160 -0.1 0.0 0.8
C 0.458150 0.057182 6.779770 0.0 0.0 -0.3
C -0.769512 0.693335 6.942511 0.6 -0.3 0.2
C -1.432115 1.121918 5.818363 0.3 0.0 -1.0
N 1.210595 -0.337841 7.994688 -0.1 -0.1 0.0
O 2.287907 -0.873347 7.825465 -0.1 0.1 0.1
O 0.696649 -0.094637 9.066726 0.2 -0.1 -0.1
H 0.768236 -0.001102 3.425248 -0.1 0.1 0.2
H 1.966688 -0.744067 5.473884 0.0 0.1 0.1
H -1.170220 0.849822 7.933317 0.1 0.0 0.0
H -2.380649 1.636183 5.904809 0.1 0.0 -0.1
```
Positions in Å, forces in eV/Å.

***

Entry 2:
A molecular structure, C29H31N7O4SSiZr. Source: the Open Molecules 2025 dataset; level of theory: wB97M-V/def2-TZVPD.

Output
HOMO, eV: -13.4
Net charge: +2

```
74
Properties=species:S:1:pos:R:3:forces:R:3
Zr -0.509549 0.373055 0.283813 0.6 -0.3 0.8
N -0.906862 -3.460072 2.898677 0.0 0.1 -0.1
C -0.401113 -2.338794 2.324245 -0.1 -0.3 0.1
S -1.084810 -0.816240 2.797124 0.2 0.3 -0.4
N 0.533695 -2.507901 1.431122 -0.1 0.4 -0.1
N 0.963890 -1.293913 0.897077 0.3 -0.7 -0.1
C 2.174567 -1.285829 0.462525 0.2 0.2 -0.4
C 3.105760 -2.436380 0.495130 0.0 0.1 0.2
C 2.785239 -3.639702 -0.128649 0.0 0.0 0.0
C 3.691816 -4.686101 -0.127382 0.0 0.0 0.0
C 4.909852 -4.549502 0.528529 0.0 0.0 0.0
C 5.225126 -3.362121 1.172124 0.0 0.0 0.0
C 4.331540 -2.301356 1.142342 0.0 0.0 0.1
C 2.619958 -0.014671 -0.176068 -0.2 -0.4 0.1
C 3.826897 0.077113 -0.838555 0.2 0.2 0.0
C 4.200340 1.301961 -1.380002 0.0 -0.1 0.0
C 3.347808 2.379892 -1.247851 0.0 0.0 0.0
C 2.122789 2.184960 -0.632184 0.0 0.0 0.0
N 1.750088 1.012217 -0.115220 0.0 -0.1 -0.2
H -1.411453 -3.358159 3.762604 0.0 0.0 0.0
H -0.367268 -4.305531 2.786099 0.0 0.0 0.0
H 1.820745 -3.766131 -0.603128 0.0 0.0 0.0
H 3.444194 -5.615880 -0.622446 0.0 0.0 0.0
H 5.610456 -5.373936 0.542499 0.0 0.0 0.0
H 6.166294 -3.258847 1.695230 0.0 0.0 0.0
H 4.582767 -1.374596 1.645271 0.0 0.0 0.0
H 4.468546 -0.786403 -0.920609 0.0 0.0 0.0
H 5.147427 1.404789 -1.893718 0.0 0.0 0.0
H 3.601627 3.357111 -1.633944 0.0 0.0 0.0
H 1.411758 2.993880 -0.562203 0.0 0.0 0.0
O -0.059309 -2.794731 -2.853936 0.1 0.1 0.1
C -0.412270 -1.951020 -1.922811 -0.2 -0.3 0.0
O 0.166000 -0.904258 -1.675555 -0.1 0.3 0.0
C -1.628175 -2.342081 -1.144418 0.2 0.2 -0.1
C -2.376569 -3.487273 -1.312964 -0.1 -0.1 0.0
C -3.508557 -3.630615 -0.517630 0.0 0.0 0.0
C -3.860413 -2.626433 0.376934 -0.1 -0.1 0.0
C -3.042950 -1.517727 0.467163 -0.1 0.2 0.1
N -1.946533 -1.395875 -0.271827 -0.1 -0.1 0.0
C -3.294127 -0.235179 1.225488 -0.4 0.2 -0.5
O -4.308382 -0.083661 2.025014 0.1 -0.2 0.1
O -2.646099 0.749023 0.877387 -0.3 -0.1 0.3
H 0.724195 -2.461833 -3.325094 0.0 0.0 -0.1
H -2.094470 -4.232510 -2.043065 0.0 0.0 0.0
H -4.130145 -4.510967 -0.614245 0.0 0.0 0.0
H -4.764173 -2.718057 0.965806 0.0 0.0 0.0
H -4.726652 -0.921011 2.269618 -0.1 0.0 0.1
C 0.477211 2.062573 3.712780 0.0 -0.1 0.0
C -0.129763 2.843300 2.591569 0.1 -0.1 -0.2
C -0.450254 4.170291 2.737806 0.0 0.2 0.0
C -0.974453 4.882785 1.657442 0.0 0.0 0.0
C -1.162599 4.273327 0.439429 0.0 0.0 0.0
C -0.830103 2.921356 0.327720 -0.1 0.0 -0.4
N -0.331648 2.236329 1.393913 -0.2 0.5 0.3
N -0.929082 2.126636 -0.803023 -0.2 0.0 0.2
Si -1.938564 2.534148 -2.221577 0.3 -0.1 0.3
C -2.012853 0.973374 -3.224672 0.0 -0.3 0.0
C -1.143472 3.862766 -3.221327 0.2 0.3 -0.1
C -3.636199 2.992693 -1.657100 -0.2 0.1 0.1
H 1.038077 2.728604 4.365473 0.0 0.0 0.0
H 1.143623 1.284853 3.345230 0.0 0.0 0.0
H -0.292552 1.575483 4.312305 0.0 0.0 0.0
H -0.272219 4.654987 3.687028 0.0 0.0 0.0
H -1.215598 5.932055 1.774486 0.0 0.0 0.0
H -1.537414 4.815920 -0.416268 0.0 0.0 0.0
H -1.010734 0.625365 -3.486629 0.0 0.0 0.0
H -2.554019 1.149058 -4.157159 0.0 0.0 0.0
H -2.548916 0.179567 -2.692361 0.0 0.0 0.0
H -0.081906 3.654936 -3.377591 0.0 0.0 0.0
H -1.231650 4.848561 -2.758822 0.0 0.0 0.0
H -1.618768 3.925050 -4.203868 0.0 0.0 0.0
H -4.027035 2.249009 -0.958967 0.0 0.0 0.0
H -4.311968 3.044590 -2.515137 0.0 0.0 0.0
H -3.670672 3.963674 -1.158977 0.0 0.0 0.0
```
Positions in Å, forces in eV/Å.

***

Entry 3:
A molecular structure, C29H32BN9Pd. Source: the Open Molecules 2025 dataset; level of theory: wB97M-V/def2-TZVPD.

Output
HOMO (spin up / spin down), eV: -2.5 / -3.8
<S²>: 0.821
Spin multiplicity: 2
Net charge: -1

```
72
Properties=species:S:1:pos:R:3:forces:R:3
Pd -0.433304 1.385148 -1.276685 -0.2 0.3 0.6
C -0.384070 4.135452 1.593668 0.0 0.0 0.0
C -0.328125 2.775006 2.206890 0.0 0.0 0.0
C -0.256475 2.397857 3.562615 0.0 0.0 0.0
C -0.244952 1.024895 3.534948 0.0 -0.1 0.0
N -0.311184 0.616455 2.246103 -0.1 0.0 0.0
N -0.352142 1.704376 1.437935 -0.1 -0.1 0.0
B -0.362956 -0.767918 1.520198 0.0 0.0 0.1
N -1.666531 -0.840575 0.671092 -0.1 0.2 0.1
C -2.768134 -1.561573 0.972788 0.0 0.0 0.0
C -3.830597 -1.050881 0.264795 0.0 -0.1 0.0
C -3.285430 0.021063 -0.464307 -0.1 0.1 0.0
C -3.969425 0.980489 -1.378975 0.0 0.0 -0.1
N -1.993245 0.130437 -0.209407 0.2 -0.2 -0.2
N 0.928300 -0.902979 0.685195 0.1 0.1 0.0
C 2.014211 -1.640350 0.995557 0.1 0.0 0.0
C 3.061920 -1.218871 0.211166 -0.1 0.0 0.0
C 2.522156 -0.181967 -0.571793 0.1 0.1 -0.1
C 3.198919 0.647566 -1.611045 0.0 0.0 -0.1
N 1.247276 0.000585 -0.270912 -0.3 0.0 -0.1
N -0.432639 -2.001878 2.461204 0.1 0.0 -0.1
C -0.634639 -2.184593 3.781909 0.0 0.0 0.0
C -0.702772 -3.535986 4.031113 0.0 0.1 0.0
C -0.538672 -4.129086 2.766568 0.0 0.0 0.0
C -0.547087 -5.579065 2.401678 0.0 0.0 0.0
N -0.381382 -3.205645 1.834693 0.1 0.0 0.0
H -1.228568 4.706336 1.986152 0.0 0.0 0.0
H 0.526323 4.703532 1.794111 0.0 0.0 0.0
H -0.493167 4.041538 0.513161 0.0 0.0 0.0
H -0.214714 3.033185 4.431449 0.0 0.0 0.0
H -0.167531 0.343148 4.358218 0.0 0.0 0.0
H -2.722503 -2.385729 1.662851 0.0 0.0 0.0
H -4.849380 -1.399905 0.271260 0.0 0.0 0.0
H -4.453589 0.467458 -2.213074 0.0 0.0 0.0
H -4.737670 1.541524 -0.842863 0.0 0.0 0.0
H -3.239963 1.687418 -1.778904 0.0 0.0 0.0
H 1.964864 -2.414765 1.739895 0.0 0.0 0.0
H 4.067832 -1.603507 0.198814 0.0 0.0 0.0
H 3.706482 0.016378 -2.344380 0.0 0.0 0.0
H 2.468286 1.272467 -2.126046 0.0 0.0 0.0
H 3.947942 1.305485 -1.166078 0.0 0.0 0.0
H -0.737135 -1.369309 4.468524 0.0 0.0 0.0
H -0.851609 -4.018231 4.982399 0.0 0.0 0.0
H -0.211029 -6.195436 3.235815 0.0 0.0 0.0
H -1.549756 -5.911533 2.123824 0.0 0.0 0.0
H 0.107590 -5.756205 1.549181 0.0 0.0 0.0
C 0.168221 2.849931 -2.140910 0.7 0.3 0.1
C 1.167102 3.827721 -1.988758 -0.4 0.0 -0.2
C 2.109193 3.756569 -0.924847 0.1 0.0 0.2
C 3.056023 4.741545 -0.747858 0.0 -0.1 0.0
C 3.123160 5.841652 -1.606356 0.0 0.1 0.0
C 2.211006 5.926733 -2.661728 0.0 0.0 0.0
C 1.259553 4.950260 -2.858144 0.0 0.1 0.0
H 2.043785 2.919740 -0.237106 0.0 0.0 0.0
H 3.757003 4.660040 0.076195 0.0 0.0 0.0
H 3.861731 6.618035 -1.451910 0.0 0.0 0.0
H 2.253025 6.771976 -3.340552 0.0 0.0 0.0
H 0.560018 5.024315 -3.682357 0.0 0.0 0.0
C -0.489754 -4.444134 -1.443439 0.0 0.0 0.0
C -0.464811 -3.113677 -2.140590 0.0 0.0 0.0
C 0.724903 -2.512167 -2.525107 0.0 0.1 0.0
C 0.692847 -1.237852 -3.074677 0.0 0.0 0.1
N -0.422026 -0.536391 -3.250416 -0.1 -0.5 -0.7
C -1.567529 -1.163041 -2.982072 0.0 0.0 0.1
C -1.642032 -2.426849 -2.423318 0.1 0.0 0.0
H 0.503970 -4.716231 -1.088745 0.0 0.0 0.0
H -0.846346 -5.231574 -2.112820 0.0 0.0 0.0
H -1.152427 -4.401610 -0.578740 0.0 0.0 0.0
H 1.675797 -3.003216 -2.356657 0.0 0.0 0.0
H 1.614942 -0.736465 -3.347057 0.0 0.0 0.0
H -2.472317 -0.601815 -3.190771 0.0 0.0 0.0
H -2.606770 -2.845277 -2.162545 0.0 0.0 0.0
```
Positions in Å, forces in eV/Å.

***

Number 1: molecular weight 806.800 g/mol, E_tot -62548.16413 eV. Number 2: molecular weight 692.989 g/mol, E_tot -69184.63850 eV. Number 3: molecular weight 623.870 g/mol, E_tot -48161.19562 eV.